103
Properties=species:S:1:pos:R:3:forces:R:3 method="wB97M-V/def2-TZVPD" orbital_gap_ev=6.603 spin_multiplicity=1 e_above_lowest_kcal_mol=0.0 total_charge=0 fmax_ha_per_bohr=0.014
Ca -1.691636 -0.630924 -1.481995 -0.016 -0.630 0.327
C 4.223881 -3.157610 3.471164 -0.004 0.000 0.015
C 4.096687 -1.763544 2.842221 -0.012 -0.001 -0.002
C 5.228620 -1.587961 1.830085 0.001 -0.001 -0.004
C 4.262422 -0.698023 3.935275 0.004 0.006 0.002
C 2.722795 -1.614542 2.192444 0.042 -0.005 -0.066
C 2.538939 -1.325970 0.851005 0.088 -0.035 0.056
C 1.265870 -1.175330 0.310622 0.061 0.003 -0.042
Se 1.200942 -0.660852 -1.561272 -0.074 0.152 0.099
C 1.165914 1.264970 -1.366424 0.038 0.015 0.096
C 2.370662 1.849561 -1.005386 0.026 0.009 0.004
C 2.474352 3.206078 -0.750205 -0.029 -0.011 -0.008
C 1.304887 3.952349 -0.885107 -0.028 -0.021 -0.020
C 0.078161 3.413414 -1.256296 -0.022 0.070 -0.066
C -0.022324 2.020339 -1.522194 -0.059 0.016 0.122
O -1.178612 1.474044 -1.857287 0.299 -0.358 -0.189
C -1.168902 4.301210 -1.366697 -0.004 -0.006 -0.004
C -1.736016 4.245234 -2.793778 0.010 0.006 -0.014
C -2.234423 3.836616 -0.362053 -0.015 0.000 0.016
C -0.870440 5.771440 -1.058435 0.023 -0.003 -0.004
C 3.815846 3.803882 -0.327306 -0.008 -0.012 0.008
C 4.859590 3.560792 -1.425725 0.003 -0.002 -0.009
C 3.723332 5.309304 -0.079092 -0.004 0.016 0.000
C 4.287294 3.132025 0.970922 -0.003 -0.006 0.010
C 0.085795 -1.321505 1.091513 -0.366 0.150 0.050
O -1.102533 -1.218472 0.557781 0.321 0.067 -0.188
C 0.270762 -1.605464 2.480635 0.047 -0.102 0.086
C 1.566992 -1.736509 2.962299 -0.110 -0.026 -0.009
C -0.862415 -1.699678 3.530435 0.031 0.148 -0.029
C -0.764375 -3.007798 4.329817 0.064 -0.001 0.002
C -0.691908 -0.524275 4.509325 -0.049 0.054 -0.026
C -2.292121 -1.624580 2.981353 -0.001 -0.022 -0.025
H 5.202833 -3.277186 3.942102 -0.005 -0.004 -0.002
H 4.111716 -3.934367 2.711474 0.012 -0.002 -0.005
H 3.462760 -3.321691 4.236269 0.003 0.000 -0.007
H 6.190209 -1.706060 2.333468 -0.001 0.001 -0.006
H 5.210364 -0.594527 1.376665 0.000 -0.005 0.004
H 5.174913 -2.331189 1.031759 0.001 0.003 0.004
H 5.245642 -0.783050 4.405005 -0.003 0.000 0.000
H 3.507432 -0.804062 4.716169 0.003 0.002 -0.008
H 4.167744 0.303804 3.511402 0.005 -0.008 0.001
H 3.387420 -1.200834 0.191754 0.003 0.001 -0.003
H 3.240937 1.209423 -0.912042 -0.003 0.001 0.005
H 1.353338 5.011496 -0.687074 -0.010 0.023 0.001
H -2.028870 3.231993 -3.058174 0.003 0.008 0.001
H -0.988701 4.591817 -3.511899 -0.005 0.003 0.003
H -2.609833 4.898242 -2.873574 0.001 -0.008 0.003
H -2.515759 2.801914 -0.542795 0.002 0.011 0.000
H -3.126491 4.463945 -0.446941 0.006 0.001 0.002
H -1.855417 3.922259 0.659094 -0.001 -0.001 -0.002
H -0.139586 6.194227 -1.751289 0.002 -0.004 0.002
H -0.502753 5.909902 -0.039481 0.003 -0.004 -0.004
H -1.793003 6.347300 -1.158039 0.005 -0.004 0.003
H 4.550704 4.031866 -2.361025 0.002 -0.001 0.004
H 4.994824 2.494968 -1.616584 0.000 0.007 -0.001
H 5.827395 3.976667 -1.132903 -0.007 -0.004 0.000
H 3.417519 5.847537 -0.978742 0.002 -0.005 0.004
H 4.701567 5.690414 0.221544 -0.004 -0.002 -0.001
H 3.014585 5.542649 0.718216 0.005 -0.002 -0.003
H 4.413688 2.055601 0.839505 -0.007 0.003 -0.002
H 3.559087 3.286178 1.769922 0.006 0.000 -0.003
H 5.246559 3.547752 1.291069 -0.006 -0.002 -0.004
H 1.689216 -1.940769 4.020508 0.001 0.020 -0.011
H 0.202581 -3.125379 4.821878 -0.033 -0.020 -0.010
H -0.931570 -3.871855 3.687429 0.026 -0.071 -0.094
H -1.535633 -3.024812 5.103508 0.013 0.030 0.019
H 0.270948 -0.552954 5.020981 0.013 -0.017 -0.012
H -1.478090 -0.550251 5.268536 0.000 0.002 -0.002
H -0.760123 0.427260 3.978058 0.003 -0.008 0.003
H -2.508232 -2.440634 2.291550 0.021 -0.003 -0.005
H -2.474822 -0.690696 2.456028 0.003 0.010 0.013
H -2.982040 -1.692844 3.827852 -0.001 -0.012 -0.004
N -1.923797 -0.460414 -4.134387 -0.046 0.423 0.291
C -3.268657 -0.590158 -4.555751 0.035 0.022 -0.030
C -3.584192 -0.646037 -5.887647 -0.061 0.009 -0.061
C -4.913501 -0.790751 -6.334596 0.054 0.010 0.004
C -5.938596 -0.862678 -5.441060 0.005 0.003 0.052
C -5.654294 -0.838353 -4.054920 -0.064 -0.118 -0.040
C -6.673219 -0.954295 -3.081679 -0.009 0.010 -0.029
C -6.354671 -0.987524 -1.758007 0.031 -0.035 0.015
C -4.995780 -0.911636 -1.399776 -0.035 0.035 0.014
N -4.023698 -0.783333 -2.268365 0.015 0.184 -0.157
C -4.322117 -0.737814 -3.601023 0.049 0.094 0.058
H -1.312775 -0.401259 -4.939069 0.085 -0.256 0.051
H -1.727326 0.396805 -3.598862 -0.259 0.164 -0.228
H -2.788273 -0.556782 -6.617801 -0.005 0.002 0.000
H -5.109855 -0.823543 -7.398075 0.000 0.001 0.005
H -6.966933 -0.950422 -5.767380 0.006 -0.004 0.000
H -7.703650 -1.022381 -3.409588 0.003 0.000 0.003
H -7.109637 -1.080494 -0.990501 0.005 0.001 -0.002
H -4.710770 -0.959102 -0.352564 -0.001 0.004 -0.003
S -1.458465 -3.456169 -2.281652 -0.242 -0.016 -0.110
C -1.258141 -4.399045 -0.893056 0.105 -0.050 -0.019
N -0.237177 -4.126380 -0.040169 -0.052 -0.079 -0.148
C 0.072724 -4.846198 1.055119 0.073 0.018 0.153
C -0.669139 -5.935635 1.394058 0.020 0.023 -0.018
C -1.753924 -6.269230 0.562186 -0.043 -0.013 0.000
C -2.042290 -5.527382 -0.549413 -0.022 0.020 -0.021
H 0.319948 -3.305074 -0.256461 0.037 0.076 0.090
H 0.925114 -4.490710 1.615711 -0.004 0.050 0.060
H -0.423789 -6.511340 2.273096 0.003 0.004 -0.008
H -2.368092 -7.127695 0.804059 0.004 0.003 -0.004
H -2.866084 -5.777237 -1.201209 0.003 0.002 0.008